A structure of composition C26H33BBr39F6GaIO6, computed with wB97M-V/def2-TZVPD.

Each line ends with the Löwdin charge.
Geometry (Å):
C (0.178, -3.711, 5.634)  -0.1259
C (-0.017, -3.472, 4.123)  -0.4013
C (-0.145, -1.987, 3.757)  -0.7904
I (1.803, -1.114, 3.527)  0.7809
Ga (-1.401, -1.718, 2.159)  0.5057
C (-3.124, -2.790, 2.335)  -0.2164
C (-4.328, -2.101, 3.031)  -0.2592
C (-5.478, -1.739, 2.070)  -0.1930
C (-5.788, -0.255, 2.016)  -0.3610
O (-6.625, 0.022, 0.887)  -0.2150
B (-0.402, -2.402, 0.392)  -0.5937
O (-1.135, -2.973, -0.657)  0.0704
O (0.982, -2.343, 0.240)  -0.0870
C (1.361, -1.230, -0.559)  -0.1721
C (-1.950, 0.268, 1.829)  -0.2296
O (-2.473, 0.579, 0.770)  0.0207
C (-1.802, 1.455, 2.856)  -0.3939
F (-1.294, 0.936, 4.011)  0.0885
F (-3.030, 1.970, 3.169)  0.0748
C (-0.861, 2.604, 2.487)  -0.3313
F (0.380, 2.145, 2.248)  0.1418
F (-0.771, 3.432, 3.590)  0.0790
C (-1.269, 3.525, 1.308)  -0.3346
F (-1.118, 2.917, 0.126)  0.1368
F (-0.359, 4.564, 1.328)  0.0601
C (-2.664, 4.183, 1.395)  -0.4150
O (-3.477, 4.055, 0.533)  0.0843
O (-2.875, 4.950, 2.486)  0.0821
H (-0.733, -4.065, 6.117)  0.0624
H (0.975, -4.426, 5.839)  0.0590
H (0.453, -2.775, 6.121)  0.0536
H (-0.895, -4.009, 3.763)  0.0740
H (0.863, -3.888, 3.633)  0.0742
H (-0.597, -1.508, 4.626)  0.0056
H (-3.427, -3.029, 1.315)  0.0270
H (-2.879, -3.736, 2.819)  0.0366
H (-4.745, -2.823, 3.738)  0.0907
H (-4.019, -1.249, 3.643)  0.0908
H (-6.389, -2.243, 2.404)  0.1090
H (-5.271, -2.105, 1.066)  0.0557
H (-4.836, 0.270, 1.890)  0.0634
H (-6.209, 0.093, 2.958)  0.0730
H (-6.181, 0.663, 0.324)  -0.0248
H (-1.680, -2.304, -1.088)  0.0676
H (0.806, -1.216, -1.509)  -0.0636
H (2.421, -1.304, -0.779)  0.0235
H (1.152, -0.302, -0.015)  0.0856
H (-2.670, 4.457, 3.295)  0.0895
C (4.930, -0.533, -3.206)  -1.6564
Br (3.735, 0.791, -2.503)  0.5787
Br (4.348, -2.327, -2.839)  0.5998
Br (5.283, -0.278, -5.078)  0.5559
H (5.871, -0.398, -2.693)  -0.1337
C (3.502, 4.485, -0.931)  -1.6188
Br (1.824, 3.624, -1.292)  0.6099
Br (4.500, 3.546, 0.420)  0.5574
Br (4.545, 4.745, -2.529)  0.5560
H (3.277, 5.465, -0.536)  -0.0335
C (8.015, -2.424, -0.990)  -1.5888
Br (6.704, -1.241, -0.236)  0.6485
Br (7.653, -4.267, -0.606)  0.5846
Br (8.230, -2.117, -2.885)  0.6019
H (8.956, -2.179, -0.518)  -0.0252
C (-7.691, -4.166, -1.497)  -1.6393
Br (-7.807, -4.201, -3.422)  0.5543
Br (-5.872, -4.219, -0.902)  0.6270
Br (-8.667, -2.678, -0.765)  0.5515
H (-8.170, -5.064, -1.135)  -0.0351
C (-7.040, 3.913, 3.275)  -1.5671
Br (-8.629, 4.429, 2.316)  0.5647
Br (-7.411, 3.234, 5.058)  0.5399
Br (-5.986, 2.649, 2.308)  0.7856
H (-6.466, 4.820, 3.402)  -0.0295
C (0.552, 6.126, 3.617)  -1.6458
Br (1.931, 5.447, 4.769)  0.5964
Br (-1.008, 6.655, 4.608)  0.6259
Br (1.196, 7.557, 2.500)  0.5760
H (0.254, 5.319, 2.964)  -0.0825
C (9.104, 1.394, -1.703)  -1.6563
Br (9.621, 1.323, -3.552)  0.5290
Br (10.582, 1.866, -0.565)  0.5823
Br (7.588, 2.543, -1.437)  0.5572
H (8.792, 0.397, -1.426)  -0.1146
C (6.261, -2.446, -8.896)  -1.6478
Br (6.825, -3.170, -7.209)  0.5586
Br (4.361, -2.164, -8.953)  0.5753
Br (7.227, -0.833, -9.299)  0.5441
H (6.501, -3.173, -9.657)  -0.0326
C (10.010, -6.117, 2.303)  -1.6502
Br (8.852, -7.445, 1.530)  0.5622
Br (11.261, -5.423, 1.013)  0.5525
Br (9.016, -4.714, 3.162)  0.5697
H (10.589, -6.609, 3.069)  -0.0354
C (-7.076, 2.646, -2.521)  -1.6161
Br (-7.744, 0.998, -1.798)  0.6285
Br (-5.706, 3.380, -1.388)  0.6430
Br (-6.469, 2.434, -4.336)  0.5641
H (-7.895, 3.348, -2.541)  -0.0319
C (-1.225, -0.413, -4.803)  -1.6233
Br (-1.434, 1.217, -5.811)  0.5593
Br (0.019, -0.206, -3.350)  0.6899
Br (-2.913, -1.088, -4.185)  0.5869
H (-0.809, -1.149, -5.475)  -0.0318
C (-11.014, 0.261, 2.698)  -1.6310
Br (-11.636, -1.363, 3.529)  0.5672
Br (-9.697, 1.177, 3.752)  0.5579
Br (-10.415, -0.047, 0.900)  0.5584
H (-11.861, 0.928, 2.635)  -0.0347
C (10.117, 2.399, -8.688)  -1.6440
Br (8.765, 2.896, -9.963)  0.5655
Br (9.337, 1.671, -7.093)  0.5433
Br (11.407, 1.198, -9.459)  0.5686
H (10.644, 3.300, -8.410)  -0.0304

Spin multiplicity = 1
HOMO energy = -4.9473 eV
Largest force on an atom = 0.02577 Eh/bohr
Total charge = -1

=====

The molecule C3H5NO2S, computed with wB97M-V/def2-TZVPD.

Each line ends with the Löwdin charge.
Geometry (Å):
C (-1.103, 0.089, 0.534)  -0.1689
C (-0.788, 0.395, -0.938)  -0.1178
C (0.159, -0.637, 0.698)  -0.3514
N (0.383, -0.672, -0.818)  -0.1081
O (2.721, -0.782, 0.154)  -0.2617
O (1.677, 1.499, 0.109)  -0.2747
S (1.625, 0.085, 0.156)  0.6654
H (-1.177, 0.979, 1.170)  0.1192
H (-1.997, -0.506, 0.632)  0.1137
H (-1.561, -0.005, -1.647)  0.1258
H (-0.416, 1.345, -1.129)  0.0690
H (0.477, -1.791, 1.077)  0.1894

Energy relative to the best compared isomer or geometry (same formula, charge and spin) = 100.6 kcal per mole
Spin multiplicity = 1
HOMO energy = -9.7714 eV
SMILES string = O=S1(=O)[C@H]2CCN21
Largest force on an atom = 0.11470 Eh/bohr

=====

A cluster of 2 separate species, C9H10O3S in total, computed with wB97M-V/def2-TZVPD.

Each line ends with the Löwdin charge.
Geometry (Å):
C (-0.961, 0.479, -2.445)  -0.0845
C (-1.459, -0.471, -1.575)  -0.1190
C (-0.584, 1.686, -1.896)  -0.0924
C (-1.713, -0.168, -0.255)  -0.1094
C (-0.743, 1.991, -0.561)  -0.0840
C (-1.285, 1.059, 0.306)  -0.3527
C (1.543, -1.317, 0.077)  -0.3250
C (0.510, -2.429, 0.299)  0.0646
C (2.530, -1.048, 1.264)  -0.0467
O (-1.429, -0.125, 2.609)  -0.3006
O (-0.399, 2.154, 2.314)  -0.4693
O (1.558, -2.687, -0.384)  -0.0047
S (-1.634, 1.474, 2.037)  0.9765
H (-0.981, 0.265, -3.564)  0.1336
H (-1.758, -1.541, -1.914)  0.1444
H (-0.115, 2.421, -2.448)  0.0823
H (-1.908, -0.976, 0.467)  0.0993
H (-0.444, 2.986, -0.201)  0.1210
H (1.634, -0.590, -0.759)  0.1333
H (-0.689, -0.595, 2.301)  0.0023
H (3.491, -0.603, 0.710)  0.1225
H (2.685, -1.835, 1.950)  0.0580
H (2.148, -0.131, 1.665)  0.0506

Energy relative to the best compared isomer or geometry (same formula, charge and spin) = 101.9 kcal per mole
Spin multiplicity = 1
HOMO energy = -9.6954 eV
Largest force on an atom = 0.10093 Eh/bohr